No. 1
Entry from the Open Molecules 2025 dataset: the ion C27H48Cl2N2O4PS with charge +1 at a distorted geometry (ωB97M-V/def2-TZVPD).

Cartesian coordinates (Å):
C 2.9492 0.3561 -3.8857
C 2.6846 1.4856 -2.9696
C 2.9108 1.5966 -1.3590
C 4.4947 1.3213 -1.2599
N 4.9972 -0.0823 -1.4435
N 2.8364 3.0545 -0.8579
P 3.9971 4.3954 -0.9606
S 4.5384 4.7862 -2.8067
C 1.6862 3.3654 -0.1905
C 0.5538 2.0955 -0.0679
C 0.0230 2.4904 1.4145
C -0.8708 1.6549 2.3857
C -2.0808 0.6757 1.9375
C -1.6490 -0.9374 1.7970
C -3.0686 -1.7247 1.3903
C -2.8067 -2.9302 0.3068
C -3.9400 -3.0633 -0.8710
C -5.4857 -2.8166 -0.3819
C -6.0327 -1.4630 -1.1577
C -6.9231 -0.4603 -0.2136
C -0.3390 2.5444 -1.4132
Cl -0.6512 4.4221 -1.4179
C -1.8033 1.9205 -1.6304
C -2.9975 2.8683 -0.9336
Cl -2.0440 0.1080 -1.4508
C 1.7788 0.9526 -0.2962
C 2.7296 0.5326 0.9331
C 2.1309 0.0690 2.3643
O 2.2797 0.9104 3.4309
O 1.5346 -1.2250 2.7480
C 2.4593 -2.0341 3.5694
C 1.8824 -3.4826 4.1270
O 3.7233 -1.7289 3.8693
O 1.1753 0.0218 -1.2359
C 1.1661 -1.3738 -0.8778
C 2.3770 -2.3175 -1.4479
C 3.1275 -3.1021 -0.1748
H 3.9079 0.3459 -4.5779
H 2.2692 -0.6226 -3.9580
H 2.1903 2.4469 -3.4811
H 5.0144 1.9630 -2.1247
H 4.9997 1.7317 -0.2586
H 5.7865 -0.0596 -2.1583
H 5.5073 -0.3271 -0.5453
H 3.2946 5.6012 -0.5011
H 5.1506 4.2414 -0.1003
H 1.6022 4.4375 0.2661
H 1.0201 2.7777 2.0173
H -0.4915 3.5636 1.2664
H -0.2903 1.0192 3.2188
H -1.4170 2.4652 3.0894
H -2.8127 0.6275 2.8878
H -2.7805 1.0409 1.0829
H -1.2083 -1.3524 2.8140
H -0.9478 -1.0777 0.8772
H -3.8912 -0.9785 0.9905
H -3.5337 -2.2430 2.3547
H -1.7615 -2.8044 -0.2538
H -2.7415 -4.0007 0.8266
H -3.8899 -4.1934 -1.2508
H -3.7007 -2.4136 -1.8397
H -5.6466 -2.8064 0.7770
H -6.1607 -3.7097 -0.7970
H -5.1628 -0.8105 -1.6186
H -6.7179 -1.7794 -2.0820
H -7.8375 -0.0758 -0.8386
H -7.2928 -1.0288 0.7403
H -6.2491 0.4601 0.0561
H 0.2337 2.4042 -2.4201
H -2.0404 2.1038 -2.7940
H -3.3837 3.7091 -1.6592
H -3.9149 2.1204 -0.7850
H -2.7125 3.2397 0.1388
H 3.3962 -0.3989 0.5929
H 3.4030 1.4845 1.1997
H 2.7142 -4.3154 4.1170
H 1.5138 -3.3978 5.2545
H 0.9811 -3.8933 3.4875
H 0.1706 -1.8277 -1.3655
H 1.0653 -1.6219 0.2598
H 1.9019 -3.2085 -2.0859
H 3.1428 -1.7978 -2.1543
H 2.9179 -2.6001 0.8599
H 4.2958 -3.0877 -0.3350
H 2.7627 -4.2363 -0.1598

Cartesian forces, eV/Å:
C -0.48 0.26 1.29
C -0.78 -0.25 -1.60
C -0.39 0.38 -0.33
C 2.47 0.84 0.06
N 1.48 0.80 0.58
N -3.63 1.25 2.24
P 1.38 2.13 -2.70
S -0.29 -0.55 1.21
C 1.32 -0.97 -1.01
C 3.52 3.67 -0.25
C 0.77 1.90 0.27
C -1.71 -0.50 2.70
C -0.57 -1.21 1.62
C -1.73 0.77 -0.92
C 0.17 -0.88 0.49
C 0.23 -0.55 -0.71
C -0.07 -1.45 -0.20
C -0.37 -0.02 -1.58
C -0.82 0.41 -0.18
C 0.24 -0.14 -0.60
C -0.22 -1.28 -0.57
Cl 0.88 -1.54 0.12
C -1.70 2.49 -2.09
C -1.09 -1.98 0.50
Cl 0.49 1.59 0.17
C -0.10 -0.28 -2.65
C -0.09 -1.27 0.85
C 0.87 4.44 7.29
O -0.96 -5.21 -7.46
O 3.37 0.54 -0.11
C 5.73 -0.28 2.14
C -0.80 -0.12 -0.14
O -8.32 -1.17 -2.56
O 0.78 -1.14 2.45
C -1.20 -2.95 -0.61
C 0.00 -1.36 0.32
C 0.46 -0.22 -0.72
H -2.97 0.96 0.21
H 2.41 1.60 1.44
H 2.80 -1.33 1.05
H -1.60 -1.05 1.91
H -1.54 -0.59 -1.86
H -1.56 -0.07 1.14
H -0.97 0.11 -1.48
H 0.22 -1.61 0.36
H -1.22 -0.43 -0.01
H -0.05 -2.23 -0.80
H -2.08 -0.82 -1.14
H 1.00 -2.43 0.09
H -0.79 1.46 -2.22
H 1.38 -1.55 -1.71
H 1.60 0.34 -2.02
H 1.66 -0.72 1.29
H -0.79 0.99 -2.29
H -0.97 0.22 1.95
H 1.83 -1.40 0.68
H 0.98 1.29 -1.96
H -2.11 -0.10 1.30
H -0.16 2.46 -0.86
H 0.07 2.43 0.76
H -0.50 -1.18 2.30
H 0.54 0.26 -2.19
H 1.56 1.88 1.03
H -1.55 -1.55 1.01
H 1.61 0.52 2.03
H 1.70 -0.65 1.42
H 0.65 1.29 -1.78
H -1.46 -1.73 -0.17
H -0.68 0.00 2.27
H 0.82 -0.56 2.61
H 1.16 -1.66 1.61
H 1.91 1.64 -0.32
H -0.50 -0.50 -2.23
H -1.35 2.17 0.47
H -1.63 -2.38 -0.42
H -1.39 2.16 -0.14
H 0.85 0.21 -2.52
H 1.79 1.12 1.22
H 2.08 1.31 1.08
H 0.22 1.02 -1.91
H 0.87 2.15 1.29
H -1.46 -0.65 1.62
H 0.25 -0.98 -1.93
H -2.35 -0.16 0.34
H 0.87 2.58 0.18

Its HOMO energy is -10.8 eV. Its charge is +1. The value obtained for the calculated total energy is -85090.894 eV. Its SMILES is C=C[C@@]1(CN)[N+]([PH2]=S)=C[C@@](CCCCCCCCCC)([C@H](Cl)[C@H](C)Cl)[C@@]1(CC(=O)OC(C)=O)OCCC.

No. 2
Entry from the Open Molecules 2025 dataset: a cluster of 4 separate species, C27H48Cl6N4O9PS in total at a distorted geometry (ωB97M-V/def2-TZVPD).

Cartesian coordinates (Å):
C 6.8340 2.9998 1.7215
C 7.1114 2.0860 0.5408
O 8.2022 1.6304 0.3071
O 6.0014 1.8200 -0.2384
C 5.6369 0.4445 -0.2006
C 5.0134 -0.0026 1.1345
C 3.9530 -1.0795 0.8818
C 2.4903 -0.5131 0.7272
O 2.5443 0.8311 0.3664
C 1.8031 -0.7900 2.0704
N 0.2934 -0.5803 2.0807
C 0.0010 0.7116 2.7164
C 0.1412 1.9079 2.0544
C -0.1254 3.0692 2.7388
N -0.5461 3.1722 4.0006
C -0.6599 1.9846 4.5940
C -0.3944 0.7613 4.0332
C -0.4402 -0.7632 0.7612
C -1.6308 -1.6908 1.0206
C -2.6318 -1.1027 2.0261
C -3.4459 0.0643 1.4206
C -4.9175 -0.3575 1.3341
S -5.8746 0.8196 0.3673
O -6.8556 1.4435 1.1885
O -6.3248 0.1774 -0.8150
O -4.8266 1.9307 -0.0687
C 0.4183 -1.1165 -0.4720
C -0.0616 -2.3929 -1.2403
C 0.7526 -2.6957 -2.5134
C 0.0401 -2.3732 -3.8284
N -1.2256 -2.8985 -4.0797
O 0.6126 -1.7032 -4.6755
P 0.2302 0.4134 -1.6565
O -1.1580 0.1786 -2.5026
O 1.4572 0.3530 -2.7055
N 1.8591 -1.3005 -0.2876
H 5.8617 3.4594 1.5966
H 7.6198 3.7450 1.7334
H 6.8584 2.3664 2.6030
H 6.5520 -0.1337 -0.3408
H 5.0117 0.1908 -1.0485
H 5.8045 -0.4897 1.7017
H 4.6723 0.8283 1.7483
H 4.1750 -1.6015 -0.0449
H 3.9687 -1.7839 1.7122
H 2.6761 1.3894 1.1356
H 2.0184 -1.8055 2.3836
H 2.2174 -0.1380 2.8366
H -0.0698 -1.2777 2.7308
H 0.4425 1.9433 1.0161
H 0.0055 4.0099 2.2105
H -0.9989 1.9973 5.6224
H -0.4982 -0.1391 4.6233
H -0.9046 0.2035 0.5490
H -1.3007 -2.6855 1.3254
H -2.2067 -1.8150 0.1101
H -2.1909 -0.8697 2.9929
H -3.3273 -1.9184 2.2175
H -3.1195 0.1984 0.3912
H -3.3567 0.9756 1.9985
H -5.3784 -0.4578 2.3120
H -4.9819 -1.3261 0.8478
H -5.0408 2.7691 0.3637
H -1.0790 -2.1879 -1.5641
H -0.1192 -3.2349 -0.5480
H 1.7026 -2.1838 -2.5740
H 0.9101 -3.7745 -2.5384
H -1.7683 -3.1153 -3.2552
H -1.7125 -2.2411 -4.6756
H -1.8253 -0.2729 -1.9757
H 2.2360 0.6047 -2.1901
H 2.0597 -2.2817 -0.1394
Cl -5.9498 -4.0855 -3.3516
C -7.4008 -3.6705 -2.4008
C -7.0549 -2.8951 -1.1578
Cl -6.1733 -3.9037 0.0312
H -7.9240 -4.5938 -2.1658
H -8.0394 -3.0646 -3.0407
H -7.9643 -2.5506 -0.6692
H -6.4427 -2.0300 -1.3873
Cl -0.3963 6.1471 1.8075
C -1.4063 7.4650 2.4663
C -2.7256 6.9528 2.9827
Cl -3.7800 6.3679 1.6693
H -1.5397 8.2063 1.6831
H -0.8448 7.9205 3.2796
H -3.2579 7.7583 3.4852
H -2.5852 6.1376 3.6884
Cl 4.6612 -3.0837 -3.6261
C 4.6265 -2.5031 -5.3159
C 3.8662 -3.4371 -6.2198
Cl 4.7095 -4.9910 -6.4414
H 5.6544 -2.3739 -5.6442
H 4.1407 -1.5289 -5.3069
H 3.7630 -2.9857 -7.2048
H 2.8729 -3.6447 -5.8300

Cartesian forces, eV/Å:
C -0.07 -0.28 -1.12
C 0.98 0.09 0.03
O -1.12 0.08 0.08
O -0.29 -0.04 0.54
C 0.76 -0.36 0.04
C 0.31 -0.65 -0.44
C -0.59 0.64 0.49
C 1.46 -1.51 0.83
O -0.93 0.07 -0.66
C 0.27 0.64 0.10
N 0.62 0.35 0.19
C -0.26 0.64 0.30
C 0.23 -0.69 -0.72
C 0.02 1.43 -0.15
N 0.27 -1.09 -0.57
C -0.44 0.72 1.26
C 0.19 -0.97 -0.24
C -0.91 -0.42 -0.62
C 0.04 0.32 0.58
C -0.32 -0.49 -0.23
C -0.12 -0.99 0.26
C 0.56 0.43 -0.12
S -1.08 -0.04 0.16
O 0.09 0.33 0.65
O 0.43 -0.44 -0.64
O 0.29 -0.18 -0.03
C 0.25 -1.05 -1.88
C -0.10 0.95 0.28
C -0.69 -0.62 -0.21
C 0.62 0.72 -0.85
N 0.42 0.77 0.68
O -0.49 -0.71 0.62
P -0.06 2.43 1.83
O 0.86 -0.79 -0.41
O -0.69 -0.88 -0.24
N -0.66 0.69 0.06
H -0.11 0.15 0.18
H 0.09 0.08 0.36
H 0.08 0.13 0.25
H 0.02 -0.12 -0.11
H -0.33 0.50 -0.11
H 0.08 0.12 0.23
H -0.18 0.15 -0.10
H 0.16 -0.20 -0.03
H 0.05 -0.28 -0.12
H 0.17 0.10 0.08
H -0.23 -0.21 -0.21
H -0.12 0.05 0.20
H -0.09 -0.11 -0.13
H -0.04 0.09 -0.11
H -0.06 -0.41 0.20
H -0.01 0.08 0.08
H -0.08 -0.04 0.13
H 0.33 0.27 0.15
H 0.05 -0.08 0.04
H 0.15 -0.12 -0.27
H 0.03 0.17 0.05
H -0.04 -0.08 0.26
H 0.23 0.51 0.03
H 0.21 0.27 -0.13
H -0.15 0.25 0.07
H -0.23 -0.03 -0.29
H -0.10 0.08 0.09
H -0.21 -0.24 0.12
H 0.15 -0.18 -0.09
H 0.15 -0.03 0.14
H 0.29 -0.08 -0.03
H -0.05 -0.25 -0.10
H -0.18 -0.33 -0.33
H -0.18 -0.01 -0.10
H 0.16 0.14 -0.11
H 0.27 -0.02 -0.07
Cl 0.04 -0.02 0.00
C -0.12 -0.02 0.01
C -0.11 0.06 -0.11
Cl 0.11 0.07 0.06
H 0.08 -0.04 0.00
H 0.04 0.05 0.01
H -0.01 -0.05 0.01
H 0.03 -0.04 0.01
Cl -0.03 0.52 -0.18
C -0.05 0.17 0.10
C -0.01 0.01 0.12
Cl 0.00 -0.06 -0.02
H -0.01 -0.09 -0.08
H 0.01 -0.07 0.03
H 0.01 0.04 -0.05
H 0.02 -0.03 -0.05
Cl 0.00 0.00 0.12
C -0.05 0.22 -0.15
C -0.08 -0.01 -0.04
Cl -0.01 -0.02 0.03
H 0.03 -0.11 0.06
H -0.08 -0.04 0.03
H 0.04 0.03 0.01
H 0.02 0.00 0.03

Its HOMO energy is -10.8 eV. Its charge is +1. The value obtained for the calculated total energy is -148417.952 eV.

Number 1: orbital gap 6.326 eV. Number 2: orbital gap 7.743 eV.